Density functional theory data (the ωB97M-V functional and the def2-TZVPD basis) for 6 unconnected molecules or ions with the total composition C39H86BN6O20S7 at a distorted geometry.

Computed properties:
Multiplicity   1
Net charge   +1
Gap between HOMO and LUMO   8.1 eV
Energy   -168229.0191 eV
E_HOMO   -10.790 eV

The geometry in XYZ format:
```
159
Properties=species:S:1:pos:R:3:forces:R:3:mulliken_charge:R:1
C 0.8871 -4.5580 -0.4144 -0.177 -0.704 -0.087 -0.232
C 0.6757 -4.6641 -2.0683 -4.394 2.624 -0.439 0.432
O -0.4435 -4.1371 -2.5772 6.701 -3.312 2.546 -0.583
N 1.7538 -5.3779 -2.8536 -1.711 1.005 -1.587 0.039
C 1.1483 -6.3510 -3.8837 0.354 -0.847 -0.390 -0.741
C 2.5326 -4.3929 -3.6964 1.285 2.206 1.063 -0.711
C 3.0158 -3.1212 -2.7290 0.906 0.339 -1.380 0.022
C 4.1951 -2.3487 -3.5662 0.118 1.100 -0.223 -0.783
C 4.9554 -1.1670 -2.6592 0.452 -1.139 -1.439 -0.721
N 3.9564 -0.4053 -1.7625 1.442 1.085 -0.410 0.906
C 3.7174 0.8857 -2.5105 -0.748 0.786 0.311 -1.368
C 2.8200 2.0013 -1.6428 -0.696 -1.692 -2.738 0.014
C 2.5809 3.2459 -2.6773 -0.582 -0.344 -0.674 -0.553
B 1.1543 2.9049 -3.4911 -1.578 -0.164 -1.484 0.445
O -0.1506 2.9807 -2.7746 2.802 -2.085 -0.696 -0.454
O 1.1088 2.5601 -4.9373 -0.198 -1.267 3.760 -0.519
N 3.6554 2.3141 -0.4228 0.676 -0.778 -0.370 0.380
C 3.2727 3.5458 0.3488 0.587 2.974 0.671 -0.807
C 1.6885 3.8402 0.5538 -1.369 0.425 0.925 0.101
C 1.2132 5.3719 0.0762 3.638 4.358 0.346 -0.209
N -0.0544 5.6364 -0.7401 2.818 -0.114 0.879 -0.257
O 2.0234 6.3754 0.4275 -4.865 -5.881 -1.745 -0.583
C 3.8478 1.0595 0.4592 0.689 -1.866 1.641 -0.283
C 2.5189 0.6455 1.3136 -0.154 0.989 0.968 -0.563
C 2.7279 1.2694 2.8519 -1.084 -0.316 0.427 -0.115
C 1.4570 0.7930 3.8154 0.265 0.886 -0.423 -0.589
C 1.9060 -0.1934 5.0444 -0.610 2.206 0.917 -0.375
S 1.2653 -1.9530 4.9266 -1.365 0.536 -0.888 -0.016
C -0.5426 -1.7706 4.4409 -1.526 0.204 -1.235 0.008
N -1.3484 -2.3796 3.3149 1.120 4.884 6.511 -0.010
N -2.6140 -1.7840 3.5186 1.295 3.302 4.654 -0.226
C -2.5938 -0.8312 4.7048 2.272 -3.230 -3.014 -0.053
O -1.2542 -0.8269 5.3187 -2.358 -2.992 -4.923 -0.207
C 4.5549 -0.1728 -0.3788 1.661 0.296 -0.501 -1.215
C 4.7063 -1.5734 0.4785 -0.875 -0.461 0.739 -0.433
C 5.4245 -1.4070 1.9417 0.486 -1.013 -0.396 0.105
C 5.7788 -2.9599 2.4518 -1.555 0.245 -0.780 -0.633
S 5.9558 -3.0548 4.3420 -1.070 -0.541 -0.821 -0.187
H 1.1872 -3.4831 -0.0588 -0.580 -1.885 -1.025 -0.098
H -0.1519 -4.8298 0.1016 2.328 0.639 -1.331 0.115
H 1.7140 -5.3148 -0.0210 -1.752 1.613 -1.098 0.286
H 1.6166 -7.3983 -3.6335 -1.135 1.921 -0.625 0.278
H -0.0204 -6.3875 -3.8349 2.336 0.134 -0.168 0.291
H 1.5357 -6.0274 -4.9654 -1.197 -0.860 2.320 0.275
H 1.9367 -3.9145 -4.5836 0.778 -1.011 1.604 0.393
H 3.5280 -4.8559 -4.1555 -2.312 0.542 1.180 0.337
H 2.1445 -2.3243 -2.5705 1.841 -2.011 -0.083 0.196
H 3.4960 -3.4784 -1.7142 -1.253 0.578 -1.948 0.017
H 3.7509 -1.7564 -4.5023 0.670 -1.447 1.963 0.249
H 5.0119 -3.0778 -4.0371 -1.725 1.508 1.292 0.361
H 5.8496 -1.6283 -2.0617 -1.903 0.887 -0.860 0.406
H 5.4501 -0.4504 -3.4758 -0.964 -1.268 1.953 0.284
H 3.1315 0.6007 -3.5099 1.363 0.867 2.143 0.101
H 4.7197 1.4773 -2.7778 -1.768 -1.256 0.367 0.337
H 1.7971 1.4471 -1.3769 2.398 1.480 0.000 0.171
H 3.4184 3.2305 -3.4984 -1.340 0.371 1.850 0.258
H 2.4239 4.2942 -2.1894 0.630 -1.911 -0.717 0.313
H -0.3915 2.0276 -2.5768 -0.175 1.606 -0.318 0.297
H 0.5485 1.7185 -5.0340 0.725 1.931 -0.119 0.311
H 4.6370 2.4993 -0.7959 -1.438 -0.201 0.439 0.528
H 3.8928 3.5187 1.3688 -1.658 -0.029 -2.258 0.529
H 3.7268 4.4748 -0.2479 -1.058 -2.040 1.300 0.498
H 1.4878 3.8361 1.7311 0.316 0.091 -2.620 0.357
H 0.9443 3.0593 0.1063 1.621 1.436 0.638 0.175
H -0.3523 6.6329 -0.5801 0.894 -1.234 -0.363 0.350
H 0.1254 5.4668 -1.7724 -0.364 0.058 1.789 0.161
H 4.6666 1.3995 1.2598 -1.767 -0.776 -1.792 0.606
H 2.3414 -0.4984 1.4663 0.697 2.094 -0.666 0.436
H 1.5196 1.0669 0.8144 2.238 -0.858 1.215 0.281
H 3.7305 0.8919 3.3530 -1.946 0.774 -1.316 0.132
H 2.7210 2.4389 2.8603 0.237 -2.209 -0.199 0.081
H 0.9695 1.7705 4.2814 1.036 -2.136 -0.939 0.251
H 0.6576 0.3487 3.0835 1.384 0.503 1.686 0.321
H 1.4530 0.2873 6.0386 1.008 -1.200 -2.153 0.359
H 3.0865 -0.1640 5.2139 -2.587 -0.635 -0.518 0.159
H -3.4306 -0.1442 5.1553 1.919 -1.685 -1.125 0.329
H 5.6738 0.1911 -0.5841 -1.917 -0.495 0.641 0.267
H 5.3172 -2.4155 -0.1002 -1.266 2.163 0.933 0.506
H 3.6395 -2.0646 0.6850 2.160 1.159 -0.682 -0.151
H 4.7359 -0.9584 2.7838 1.388 -0.652 -1.907 -0.224
H 6.4202 -0.7912 1.7786 -2.001 -1.128 0.680 0.274
H 4.8298 -3.6156 2.1712 2.148 1.250 0.496 0.282
H 6.7275 -3.4025 1.9146 -1.878 0.925 1.326 0.338
H 4.6567 -3.3543 4.8470 1.439 0.393 -1.183 0.152
O -5.2380 4.0620 0.3394 0.655 0.189 0.927 -0.540
S -4.1243 4.5263 1.1375 -0.079 0.495 0.076 1.143
O -3.6647 3.8093 2.3085 -0.568 0.321 -0.930 -0.619
O -4.3787 6.0847 1.5473 0.838 -1.018 -0.813 -0.282
C -5.5851 6.4249 2.2156 -0.958 0.238 0.781 -0.254
C -5.5514 6.0028 3.6724 0.017 -0.304 0.223 -1.020
C -2.7324 4.7977 0.0709 -0.170 0.183 0.240 -0.975
H -6.4485 5.9960 1.6980 0.161 -0.065 -0.061 0.248
H -5.6848 7.5143 2.1621 0.271 -0.201 -0.248 0.294
H -5.5328 4.9133 3.7672 -0.033 0.145 -0.019 0.291
H -6.4349 6.3703 4.2040 0.121 0.031 -0.137 0.396
H -4.6530 6.3862 4.1668 -0.161 0.038 -0.091 0.257
H -3.0567 5.3752 -0.7965 0.010 -0.079 0.150 0.385
H -2.3577 3.8222 -0.2465 -0.150 0.111 0.121 0.356
H -1.9580 5.3294 0.6267 -0.362 -0.209 -0.052 0.281
O -1.9826 1.1020 -9.4810 0.126 -0.330 1.251 -0.643
S -1.8552 1.1984 -8.0432 -0.693 0.300 0.024 1.207
O -1.2799 0.1335 -7.2482 -0.266 0.601 -0.717 -0.579
O -3.3036 1.5985 -7.4081 1.601 0.412 -0.283 -0.260
C -4.4273 0.7828 -7.7075 -0.991 -0.883 -0.116 -0.356
C -4.3951 -0.5164 -6.9248 0.223 -0.305 0.054 -0.993
C -1.0098 2.7070 -7.6455 -0.143 0.090 0.062 -0.912
H -4.4944 0.5963 -8.7836 0.171 0.086 0.054 0.338
H -5.3199 1.3494 -7.4216 0.379 0.191 -0.016 0.274
H -3.5595 -1.1471 -7.2414 -0.127 0.065 0.009 0.337
H -5.3190 -1.0839 -7.0756 0.079 0.175 0.017 0.373
H -4.2669 -0.3220 -5.8551 -0.132 0.025 -0.153 0.251
H -1.4624 3.5264 -8.2065 0.018 -0.170 0.078 0.389
H 0.0377 2.5899 -7.9314 -0.176 -0.125 -0.019 0.373
H -1.0835 2.8821 -6.5707 -0.042 -0.030 -0.171 0.209
O 4.9190 -1.1860 7.2750 0.666 -0.064 0.428 -0.522
S 6.3072 -0.9868 7.6298 0.758 0.370 0.361 1.074
O 7.0695 -1.9871 8.3474 -1.082 0.711 -0.651 -0.611
O 6.4564 0.4393 8.4081 0.179 -0.815 -1.281 -0.259
C 5.6585 0.6733 9.5598 -0.511 0.078 1.146 -0.296
C 6.1834 -0.0870 10.7631 0.057 -0.347 0.131 -1.012
C 7.2111 -0.5423 6.1690 0.228 0.231 0.131 -0.806
H 4.6109 0.4277 9.3613 0.103 -0.062 -0.129 0.290
H 5.7047 1.7474 9.7686 0.130 -0.141 -0.366 0.277
H 6.0790 -1.1668 10.6239 -0.006 0.150 0.027 0.307
H 5.6323 0.1890 11.6678 0.060 0.056 -0.162 0.390
H 7.2477 0.1181 10.9178 -0.185 0.059 -0.015 0.262
H 6.6679 0.2428 5.6402 0.036 -0.106 0.114 0.239
H 7.2912 -1.4318 5.5404 -0.085 0.250 0.351 0.208
H 8.2069 -0.2015 6.4580 -0.178 -0.004 0.097 0.390
O -1.9489 -5.7658 0.5737 -0.788 -0.358 0.562 -0.696
S -3.2971 -5.6465 1.0844 -0.909 0.084 0.012 1.169
O -3.6355 -5.9857 2.4509 0.711 0.097 -1.162 -0.619
O -4.3151 -6.4368 0.0841 0.582 1.227 0.518 -0.286
C -4.0615 -7.8044 -0.2041 0.092 -1.170 -0.036 -0.294
C -4.4443 -8.6979 0.9606 0.085 -0.083 0.362 -0.989
C -3.8877 -4.0055 0.7571 -0.052 -0.040 -0.170 -0.689
H -3.0159 -7.9521 -0.4908 -0.027 0.164 0.062 0.265
H -4.6749 -8.0679 -1.0723 0.063 0.399 0.096 0.288
H -3.7975 -8.5190 1.8244 -0.076 -0.033 -0.124 0.293
H -4.3528 -9.7538 0.6868 -0.037 0.159 -0.063 0.387
H -5.4727 -8.5004 1.2798 0.128 -0.051 -0.132 0.257
H -3.6771 -3.7531 -0.2835 -0.013 -0.125 0.119 0.308
H -3.3602 -3.3199 1.4238 0.002 -0.212 0.031 0.145
H -4.9597 -3.9676 0.9589 0.171 -0.088 0.000 0.355
O -8.3591 0.4550 -1.8374 0.260 0.686 -0.926 -0.644
S -8.5290 1.1779 -3.0789 -0.347 0.416 0.005 1.197
O -7.4220 1.4399 -3.9749 -0.597 -0.337 0.921 -0.567
O -9.2957 2.5850 -2.7727 -0.021 -1.364 -0.625 -0.265
C -8.7392 3.4681 -1.8093 0.622 0.792 0.667 -0.379
C -7.5282 4.1982 -2.3588 0.349 -0.013 -0.149 -0.880
C -9.8289 0.4110 -4.0120 -0.143 0.131 0.014 -0.948
H -8.4946 2.9312 -0.8878 -0.021 -0.101 -0.142 0.321
H -9.5146 4.2005 -1.5604 -0.107 -0.348 -0.208 0.276
H -6.7014 3.5067 -2.5447 -0.104 0.099 0.082 0.268
H -7.1779 4.9568 -1.6517 -0.120 -0.128 -0.039 0.298
H -7.7661 4.6821 -3.3116 -0.059 -0.027 0.162 0.308
H -10.6868 0.2468 -3.3577 0.165 0.067 -0.058 0.332
H -9.4545 -0.5441 -4.3866 0.095 0.166 0.138 0.370
H -10.0946 1.0591 -4.8491 0.085 -0.050 0.150 0.312
```
Positions in Å, forces in eV/Å.